(1)
{"formula": "C24H38Cl2INO9PS", "method": "ωB97M-V/def2-TZVPD", "spin_multiplicity": 1, "orbital_gap_ev": 7.054, "total_energy_ha": -3626.6398, "total_charge": 1, "elements": ["C", "O", "C", "C", "C", "N", "C", "P", "O", "Cl", "C", "C", "C", "C", "C", "I", "C", "O", "C", "C", "C", "C", "C", "S", "O", "O", "Cl", "H", "H", "H", "H", "H", "H", "H", "H", "H", "H", "H", "H", "H", "H", "H", "H", "H", "H", "H", "H", "H", "H", "H", "H", "H", "H", "O", "C", "O", "C", "C", "C", "H", "H", "H", "H", "H", "H", "O", "C", "O", "C", "C", "C", "H", "H", "H", "H", "H", "H"], "xyz": [[2.528, -2.822, 3.121], [2.379, -3.369, 1.810], [2.522, -2.394, 0.814], [2.412, -3.060, -0.557], [1.424, -2.375, -1.515], [1.873, -1.023, -1.910], [2.889, -0.912, -2.818], [3.692, -2.424, -3.604], [2.490, -3.065, -4.492], [4.886, -1.592, -5.058], [3.379, 0.333, -3.155], [2.852, 1.503, -2.605], [3.430, 2.852, -2.948], [4.773, 2.996, -2.192], [4.684, 2.567, -0.740], [5.316, 5.093, -2.191], [1.788, 1.355, -1.743], [1.156, 2.441, -1.196], [1.303, 0.086, -1.383], [0.147, 0.054, -0.412], [-1.188, 0.348, -1.144], [-2.307, 0.054, -0.141], [-3.669, 0.616, -0.577], [-4.973, -0.467, -0.029], [-4.556, -1.835, -0.056], [-6.161, -0.177, -0.761], [-5.278, 0.056, 1.909], [2.440, -1.736, 3.116], [1.754, -3.233, 3.759], [3.517, -3.084, 3.494], [3.479, -1.866, 0.904], [1.745, -1.634, 0.964], [2.028, -4.063, -0.389], [3.399, -3.117, -1.002], [1.324, -3.027, -2.374], [0.462, -2.353, -1.023], [1.652, -2.588, -4.460], [4.198, 0.439, -3.848], [3.602, 2.869, -4.020], [2.727, 3.606, -2.617], [5.537, 2.468, -2.752], [4.567, 1.490, -0.619], [3.855, 3.058, -0.232], [5.588, 2.870, -0.222], [0.672, 2.857, -1.922], [0.070, -0.882, 0.121], [0.338, 0.867, 0.280], [-1.228, -0.327, -1.999], [-1.182, 1.393, -1.438], [-2.318, -1.021, 0.027], [-1.998, 0.515, 0.796], [-3.701, 0.701, -1.658], [-3.793, 1.579, -0.090], [-3.654, -6.214, 4.528], [-4.359, -5.468, 3.919], [-4.284, -4.119, 4.047], [-5.320, -3.489, 3.274], [-5.706, -4.510, 2.213], [-5.466, -5.830, 2.945], [-6.153, -3.249, 3.939], [-4.935, -2.570, 2.843], [-6.721, -4.381, 1.844], [-5.027, -4.433, 1.362], [-6.340, -6.150, 3.515], [-5.145, -6.625, 2.279], [-1.940, 3.549, 1.607], [-1.214, 4.452, 1.305], [-1.213, 5.018, 0.073], [-0.148, 5.983, -0.022], [0.164, 6.383, 1.414], [-0.150, 5.094, 2.171], [0.702, 5.499, -0.512], [-0.475, 6.824, -0.627], [1.183, 6.739, 1.550], [-0.513, 7.177, 1.730], [0.713, 4.427, 2.209], [-0.527, 5.276, 3.173]], "lowdin_charge": [-0.0732, -0.1713, -0.2463, -0.1196, -0.1139, 0.0290, -0.2973, 0.6203, -0.3284, 0.3170, -0.0264, -0.1333, -0.1950, -0.7484, -0.1767, 0.8660, -0.1917, 0.0556, -0.0648, -0.1096, -0.1537, -0.2256, -0.2517, 0.3295, -0.3416, -0.3220, 0.4440, 0.0825, 0.0934, 0.0930, 0.1306, 0.1023, 0.1375, 0.0767, 0.1077, 0.1279, 0.0658, 0.0640, 0.1291, 0.0903, 0.0791, 0.0788, 0.0786, 0.0651, 0.1356, 0.0975, 0.1331, 0.1276, 0.1159, 0.1077, 0.1199, 0.1152, 0.1012, 0.1252, -0.4884, 0.0232, -0.1639, -0.1542, -0.0720, 0.1302, 0.0680, 0.1190, 0.1098, 0.1321, 0.1242, 0.1121, -0.4890, 0.0167, -0.1521, -0.1441, -0.0688, 0.1151, 0.1281, 0.1191, 0.1229, 0.1298, 0.1298]}

(2)
{"formula": "C24H38ClN4O5PSSn", "method": "ωB97M-V/def2-TZVPD", "e_above_lowest_kj_mol": 156.2, "spin_multiplicity": 1, "orbital_gap_ev": 7.862, "total_energy_ha": -2945.7817, "total_charge": 2, "elements": ["Sn", "C", "C", "N", "N", "C", "N", "S", "C", "C", "C", "C", "C", "N", "H", "H", "H", "H", "H", "H", "H", "H", "H", "O", "Cl", "O", "O", "O", "C", "C", "C", "C", "P", "C", "C", "C", "C", "C", "C", "C", "C", "C", "C", "H", "H", "H", "H", "H", "H", "H", "H", "H", "H", "H", "H", "H", "H", "H", "H", "H", "H", "H", "H", "H", "H", "H", "C", "C", "O", "H", "H", "H", "H", "H", "H"], "xyz": [[0.357, -1.545, -0.520], [0.178, -3.139, 4.004], [0.310, -2.860, 2.540], [0.098, -1.715, 1.982], [-0.262, -0.710, 2.842], [-0.160, 0.512, 2.541], [-0.541, 1.499, 3.384], [0.655, 1.064, 0.992], [0.756, -3.952, 1.642], [1.207, -5.161, 2.141], [1.650, -6.141, 1.259], [1.612, -5.893, -0.099], [1.148, -4.660, -0.530], [0.746, -3.713, 0.321], [-0.430, -2.381, 4.479], [1.163, -3.128, 4.478], [-0.266, -4.118, 4.177], [-0.857, 1.208, 4.299], [-0.060, 2.383, 3.347], [1.229, -5.347, 3.203], [2.008, -7.089, 1.639], [1.936, -6.632, -0.819], [1.085, -4.420, -1.582], [-1.601, -2.569, -4.116], [-0.927, -2.122, -2.972], [0.368, -2.796, -2.771], [-0.641, -0.700, -2.985], [-1.675, -2.400, -1.732], [-2.334, 3.331, 1.472], [-1.269, 3.768, 0.461], [-0.136, 4.564, 1.111], [-1.978, 4.609, -0.612], [-0.573, 2.204, -0.303], [-1.992, 1.204, -0.780], [-2.634, 1.423, -1.999], [-3.788, 0.718, -2.309], [-4.314, -0.193, -1.406], [-3.684, -0.408, -0.187], [-2.525, 0.284, 0.126], [0.679, 2.395, -1.705], [2.074, 2.692, -1.128], [0.719, 1.070, -2.475], [0.295, 3.546, -2.641], [-2.686, 4.222, 1.996], [-1.968, 2.630, 2.219], [-3.193, 2.885, 0.972], [-0.564, 5.401, 1.665], [0.539, 4.983, 0.364], [0.456, 3.965, 1.805], [-2.545, 5.382, -0.089], [-2.694, 4.024, -1.191], [-1.294, 5.112, -1.283], [-2.251, 2.136, -2.715], [-4.275, 0.882, -3.261], [-5.215, -0.739, -1.652], [-4.099, -1.112, 0.521], [-2.068, 0.134, 1.096], [2.542, 1.805, -0.704], [2.067, 3.475, -0.371], [2.706, 3.034, -1.950], [0.990, 0.239, -1.822], [1.493, 1.152, -3.241], [-0.220, 0.827, -2.969], [0.490, 4.515, -2.187], [-0.738, 3.519, -2.982], [0.930, 3.468, -3.526], [3.818, -1.739, 1.078], [4.011, -2.024, -0.391], [2.828, -1.577, -1.102], [4.679, -2.097, 1.642], [2.924, -2.242, 1.455], [3.711, -0.666, 1.251], [4.166, -3.088, -0.574], [4.870, -1.473, -0.772], [2.964, -1.716, -2.050]], "lowdin_charge": [1.4594, 0.0048, -0.2344, -0.0512, 0.0246, -0.6696, 0.1074, 0.7880, -0.2273, 0.0279, 0.0056, 0.0051, -0.0810, -0.0075, 0.0783, 0.1148, 0.0967, 0.1338, 0.0953, 0.1220, 0.1316, 0.1290, 0.1036, -0.2056, 0.6939, -0.4090, -0.4499, -0.4108, -0.0712, -0.6359, -0.0670, -0.0543, 0.9810, -0.3594, -0.0748, -0.0258, -0.0269, -0.0453, -0.1255, -0.6274, -0.1009, -0.1222, -0.0572, 0.1087, 0.0478, 0.0925, 0.1063, 0.0830, 0.0621, 0.1101, 0.0847, 0.0702, 0.1063, 0.1269, 0.1261, 0.1243, 0.0792, 0.0534, 0.0737, 0.1083, -0.0431, 0.1260, 0.0490, 0.0844, 0.0754, 0.1088, -0.0583, -0.2456, -0.2109, 0.0971, 0.0500, 0.0813, 0.1223, 0.1282, 0.1092]}

(3)
{"formula": "C24H39CrF3O2P", "method": "ωB97M-V/def2-TZVPD", "e_above_lowest_kj_mol": 0.0, "s2": 0.766, "spin_multiplicity": 2, "orbital_gap_ev": [8.564, 8.203], "total_energy_ha": -2773.8069, "elements": ["Cr", "C", "C", "C", "C", "C", "C", "C", "C", "C", "C", "H", "H", "H", "H", "H", "H", "H", "H", "H", "H", "H", "H", "H", "H", "H", "F", "C", "F", "F", "C", "O", "O", "C", "C", "C", "C", "C", "C", "H", "H", "H", "H", "H", "H", "H", "H", "H", "C", "C", "P", "C", "C", "C", "C", "H", "H", "H", "H", "H", "H", "H", "H", "H", "H", "H", "H", "H", "H", "H"], "xyz": [[-0.680, -0.391, 0.602], [-2.052, 0.567, 2.128], [-2.048, -0.837, 2.290], [-0.724, -1.259, 2.593], [0.113, -0.097, 2.583], [-0.716, 1.031, 2.292], [-0.274, 2.460, 2.226], [1.540, -0.046, 3.039], [-0.395, -2.624, 3.122], [-3.231, -1.750, 2.198], [-3.223, 1.450, 1.855], [-0.351, 2.933, 3.210], [-0.886, 3.021, 1.521], [0.755, 2.536, 1.880], [1.587, -0.123, 4.128], [2.009, 0.894, 2.752], [2.134, -0.861, 2.625], [-1.083, -2.874, 3.932], [0.616, -2.654, 3.527], [-0.487, -3.406, 2.368], [-3.565, -2.053, 3.193], [-2.983, -2.656, 1.642], [-4.068, -1.266, 1.697], [-3.514, 1.959, 2.778], [-4.075, 0.888, 1.483], [-2.975, 2.205, 1.110], [-3.105, -2.943, -2.391], [-3.538, -1.737, -2.011], [-3.709, -0.995, -3.111], [-4.737, -1.896, -1.427], [-2.569, -1.042, -1.028], [-1.572, -1.730, -0.631], [-2.813, 0.103, -0.676], [1.645, 3.469, -2.581], [0.189, 3.240, -2.156], [-0.336, 4.484, -1.427], [-0.673, 2.970, -3.398], [0.100, 2.077, -1.258], [-0.005, 1.116, -0.521], [1.711, 4.335, -3.244], [2.033, 2.598, -3.113], [2.278, 3.650, -1.710], [-0.299, 5.355, -2.085], [0.267, 4.691, -0.541], [-1.370, 4.330, -1.111], [-0.636, 3.825, -4.077], [-1.709, 2.791, -3.110], [-0.310, 2.090, -3.931], [2.892, -3.957, 0.099], [1.637, -3.225, 0.578], [1.274, -1.573, -0.163], [1.077, -2.062, -1.927], [1.077, -0.918, -2.940], [2.968, -0.834, -0.114], [3.105, 0.682, -0.222], [2.904, -4.968, 0.506], [3.801, -3.458, 0.433], [2.937, -4.043, -0.986], [1.691, -3.088, 1.658], [0.748, -3.835, 0.390], [0.135, -2.607, -1.975], [1.878, -2.765, -2.162], [0.216, -0.269, -2.796], [1.050, -1.320, -3.954], [1.973, -0.300, -2.849], [3.548, -1.326, -0.900], [3.405, -1.170, 0.831], [2.792, 1.047, -1.197], [4.146, 0.970, -0.058], [2.481, 1.188, 0.513]], "lowdin_charge": [0.5139, -0.2336, -0.2609, -0.2830, -0.2945, -0.2620, -0.0239, -0.0143, -0.0213, -0.0053, -0.0096, 0.0931, 0.0724, 0.0722, 0.0950, 0.0757, 0.0597, 0.0912, 0.0773, 0.0761, 0.0922, 0.0909, 0.0802, 0.0972, 0.0756, 0.0863, 0.1552, -0.5413, 0.1611, 0.1526, -0.5254, -0.0967, 0.0843, -0.0566, -0.6216, -0.0545, -0.0467, -0.1071, -0.0736, 0.0832, 0.0773, 0.0831, 0.0824, 0.0816, 0.0837, 0.0838, 0.0881, 0.0790, -0.1379, -0.3735, 1.0019, -0.3603, -0.1261, -0.3618, -0.1388, 0.0739, 0.0652, 0.0589, 0.0530, 0.0879, 0.0729, 0.0678, 0.0501, 0.0756, 0.0611, 0.0864, 0.0678, 0.0422, 0.0770, 0.0444]}